81
Properties=species:S:1:pos:R:3:forces:R:3 method="wB97M-V/def2-TZVPD" max_force_ev_per_a=0.6 total_energy_ev=-102407.6577 e_homo_ev=-7.84
Tl -0.5557 -0.6039 0.8645 -0.41 0.34 -0.19
O -4.5716 -0.1376 -1.0066 -0.12 0.04 -0.12
C -3.5241 -0.5339 -0.4992 0.04 0.05 0.15
O -2.9525 -0.1301 0.5507 -0.03 0.04 -0.06
C -2.7893 -1.6564 -1.2198 0.13 -0.09 -0.05
C -3.3561 -2.3846 -2.2547 0.02 -0.01 0.00
C -2.6045 -3.3775 -2.8630 -0.01 0.01 0.01
C -1.3011 -3.6068 -2.4433 0.02 0.01 0.01
C -0.8111 -2.8342 -1.4077 0.06 0.06 0.08
N -1.5502 -1.9055 -0.8167 -0.13 -0.02 -0.11
C 0.6014 -2.9420 -0.8826 0.06 -0.03 -0.06
O 1.4214 -3.6160 -1.4948 0.03 -0.06 0.00
O 0.8474 -2.2624 0.1778 0.16 -0.06 0.13
H -4.3655 -2.1448 -2.5538 -0.02 0.00 -0.01
H -3.0266 -3.9643 -3.6683 -0.01 -0.01 -0.01
H -0.6592 -4.3494 -2.8934 0.00 -0.01 -0.01
S -1.4119 0.7152 2.9115 0.27 0.00 -0.15
C -1.7746 -0.9009 3.4524 -0.03 0.00 0.13
C -2.3512 -1.1841 4.6960 0.03 0.11 -0.05
C -2.5902 -2.4976 5.0312 0.01 -0.09 0.00
C -2.2583 -3.5199 4.1430 -0.02 0.01 0.05
C -1.6964 -3.1677 2.9374 -0.02 0.09 -0.01
N -1.4766 -1.8955 2.6074 0.07 -0.09 0.07
H -2.5947 -0.3769 5.3711 0.00 0.00 0.01
H -3.0309 -2.7346 5.9910 -0.01 0.00 0.01
H -2.4288 -4.5586 4.3840 0.00 -0.01 0.01
H -1.4050 -3.9042 2.1998 0.02 -0.02 -0.01
C 4.5197 -3.8320 1.9676 -0.02 0.02 -0.02
C 3.8900 -3.6193 3.3441 -0.01 0.01 0.04
C 3.0908 -2.3570 3.3907 0.06 -0.18 -0.03
N 1.8463 -2.2948 3.0867 0.00 0.17 -0.09
N 1.3547 -1.0111 3.0669 -0.06 -0.48 0.09
C 2.2370 -0.1352 3.4262 -0.06 0.23 0.00
N 1.9496 1.1816 3.6128 0.08 0.13 0.13
S 3.7960 -0.8069 3.7592 0.09 -0.01 0.00
H 5.1117 -4.7461 1.9517 0.01 -0.03 -0.01
H 5.1729 -2.9989 1.7041 0.03 0.02 0.01
H 3.7431 -3.9058 1.2062 -0.02 -0.02 -0.02
H 4.6607 -3.6013 4.1167 0.00 -0.02 0.01
H 3.2063 -4.4364 3.5763 0.01 0.00 0.00
H 0.9991 1.4403 3.3770 -0.01 -0.07 -0.02
H 2.6644 1.8529 3.3890 -0.04 -0.01 -0.05
O -1.0273 0.8365 -1.4027 0.05 0.16 -0.20
S -0.5824 2.2152 -1.8116 0.11 -0.38 0.11
C -1.8374 2.8310 -2.9225 -0.02 0.01 0.01
C -1.5002 3.8857 -3.7580 -0.06 -0.01 -0.02
C -2.4619 4.4000 -4.6139 -0.01 -0.01 0.00
C -3.7365 3.8481 -4.6319 0.01 0.00 0.01
C -4.0512 2.7829 -3.7989 0.02 0.00 0.00
C -3.0996 2.2624 -2.9334 -0.05 0.01 -0.05
C -0.9371 3.2772 -0.4259 -0.07 0.09 -0.02
C -2.0400 3.0108 0.3704 -0.03 0.03 0.06
C -2.3002 3.8591 1.4379 0.00 -0.05 -0.01
C -1.4731 4.9463 1.6903 0.02 -0.02 -0.04
C -0.3694 5.1928 0.8834 -0.02 0.01 0.03
C -0.0930 4.3488 -0.1817 -0.04 0.00 0.06
H -0.4996 4.3003 -3.7405 0.03 0.01 0.01
H -2.2151 5.2223 -5.2716 0.00 0.02 -0.01
H -4.4855 4.2483 -5.3021 -0.01 0.01 -0.02
H -5.0417 2.3491 -3.8129 -0.02 0.00 -0.01
H -3.3474 1.4309 -2.2872 0.01 -0.03 0.06
H -2.6672 2.1446 0.1800 0.04 0.00 0.04
H -3.1494 3.6576 2.0767 -0.01 0.00 0.01
H -1.6864 5.6017 2.5241 0.00 0.01 0.02
H 0.2784 6.0344 1.0889 0.01 0.01 0.01
H 0.7732 4.5147 -0.8093 0.04 0.01 -0.03
C 3.2457 2.1430 -2.2918 -0.01 0.03 0.00
N 3.2679 0.7343 -1.9939 -0.05 0.02 -0.05
C 4.1414 -0.1774 -2.7234 0.00 -0.04 -0.03
C 3.8582 -1.5315 -2.0521 0.01 -0.03 -0.01
N 3.1292 -1.1288 -0.8566 0.00 -0.06 0.10
C 2.7334 0.1382 -0.9175 -0.03 0.03 0.12
S 1.7553 0.9248 0.2353 -0.08 0.16 0.06
H 4.2112 2.6051 -2.0660 0.01 0.00 -0.01
H 2.4721 2.6173 -1.6935 0.01 -0.01 -0.01
H 3.0223 2.2898 -3.3494 0.00 0.01 0.00
H 5.1851 0.1343 -2.6193 0.00 0.00 0.03
H 3.8869 -0.1718 -3.7840 0.03 0.00 0.00
H 4.7716 -2.0591 -1.7840 0.01 -0.02 -0.02
H 3.2432 -2.1934 -2.6626 -0.02 0.04 0.00
H 2.5995 -1.7810 -0.2782 -0.04 0.00 -0.04